Entry 1:
A 10-piece molecular cluster, C47H74NO4S4 overall at a distorted geometry. Source: the Open Molecules 2025 dataset; level of theory: ωB97M-V with the def2-TZVPD basis set.

Each line ends with the Löwdin charge.
Positions of all 130 atoms, in Å:
S1 4.2149 -3.2926 0.7896  0.830
S2 -2.2008 4.2196 1.2288  0.839
S3 -0.1977 -6.2254 3.4044  0.846
S4 0.1079 -3.1537 -4.2658  0.843
O1 -0.5123 -1.8880 -3.6861  -0.557
O2 2.7562 -3.0782 1.0577  -0.571
O3 -1.1763 3.2158 1.6060  -0.560
O4 -0.7946 -4.8040 3.1433  -0.588
N1 -0.2509 -1.1606 0.6219  -0.150
C1 -3.1415 0.9775 4.7662  -0.143
C2 5.4821 3.7142 -8.2543  -0.025
C3 -3.6198 0.0492 5.5981  -0.069
C4 0.9502 -0.2622 0.2531  -0.100
C5 -5.7500 -0.4340 -1.6516  -0.032
C6 -0.1815 -1.5664 2.1331  -0.067
C7 -0.8204 0.6085 5.4566  -0.077
C8 -1.2482 -0.5431 6.3868  -0.065
C9 4.2641 -3.9687 -0.8009  -0.313
C10 -3.8144 -1.5824 -2.6072  -0.124
C11 1.1427 -3.9413 -3.0356  -0.244
C12 -5.8159 -1.4391 1.8809  -0.089
C13 -5.0038 -1.5497 -1.8909  -0.166
C14 4.3912 2.9893 -7.2800  -0.036
C15 4.4307 4.9351 2.1670  -0.093
C16 5.9167 5.3161 -0.3134  -0.072
C17 0.9159 0.0732 -1.2139  -0.227
C18 -3.2182 -0.3982 -3.0289  -0.072
C19 1.3900 -2.5685 -5.2509  -0.347
C20 1.7197 1.6110 -3.0719  0.013
C21 5.1140 6.1375 1.9591  -0.131
C22 -7.0847 -1.2033 4.4506  -0.079
C23 4.1957 4.0480 1.0349  -0.047
C24 4.2419 3.7304 -6.0732  -0.091
C25 5.8391 6.3772 0.8014  -0.028
C26 -6.4238 -2.5016 3.9661  -0.057
C27 5.4204 5.8432 -6.9057  -0.121
C28 -3.8175 0.9548 -2.5789  -0.087
C29 -5.8771 -2.6742 2.6948  -0.081
C30 -5.0495 0.9226 -1.9570  -0.078
C31 -1.6239 -1.6191 2.5863  -0.148
C32 -6.4340 -0.2283 2.3112  -0.095
C33 -1.7361 1.3097 4.7518  -0.104
C34 -7.0948 -0.1268 3.5974  -0.128
C35 1.0058 -6.6018 2.0859  -0.245
C36 -2.6335 -0.8193 6.4802  -0.045
C37 -2.4571 -0.9135 1.5803  -0.194
C38 -3.6900 3.2605 0.8364  -0.231
C39 -0.3911 -2.4169 -0.1756  0.032
C40 4.6464 5.2368 -5.8620  -0.035
C41 0.8843 -5.9072 4.7242  -0.339
C42 -1.5641 -0.3544 0.5802  -0.076
C43 1.7897 1.1906 -1.5098  -0.197
C44 4.7998 -1.6622 0.2216  -0.281
C45 5.1233 4.2186 -0.1560  -0.117
C46 -1.8164 4.5090 -0.4522  -0.299
C47 5.7775 5.1005 -8.0564  -0.128
H1 0.9887 2.3576 -3.2863  0.077
H2 -2.9811 -1.5488 7.2288  0.085
H3 1.3023 0.7857 -3.4221  0.006
H4 -1.5503 -1.1209 3.6575  0.122
H5 5.2439 3.3942 -0.9098  0.097
H6 0.6237 -2.8575 -0.3368  0.111
H7 1.8210 -0.7946 0.3332  0.077
H8 -1.0698 -3.0680 0.0540  0.064
H9 -3.9680 1.6860 4.3468  0.132
H10 5.5089 6.9032 -6.9128  0.082
H11 -3.1074 -1.6211 1.2747  0.061
H12 -5.4160 1.9322 -1.8613  0.077
H13 4.1098 4.7609 3.2556  0.122
H14 0.7441 -1.7234 -5.7209  0.083
H15 -2.1472 -0.4636 -0.4328  0.158
H16 5.0167 -0.9767 1.0420  0.036
H17 1.8603 -5.9953 2.2817  0.022
H18 -4.4127 3.6506 0.2435  0.019
H19 -4.7623 -0.1360 5.5705  0.104
H20 3.9047 -3.3544 -1.5441  0.009
H21 -7.6969 0.8296 3.9030  0.136
H22 3.9005 2.1378 -7.7514  0.074
H23 4.6299 5.7608 -4.8762  0.092
H24 1.5202 -4.9620 4.5841  0.087
H25 0.4507 -6.0601 5.7903  0.089
H26 6.3910 7.2792 0.7189  0.077
H27 0.3990 -2.4432 2.3174  0.106
H28 -4.1366 3.0818 1.8905  0.082
H29 1.6915 1.9094 -0.6691  0.121
H30 0.5934 -6.2325 1.1018  0.079
H31 0.8290 0.4732 0.9851  0.119
H32 -1.5959 3.6236 -1.0251  0.050
H33 3.6811 -4.8693 -0.7166  0.048
H34 6.2387 5.6393 -8.8492  0.080
H35 -6.5267 -3.3143 4.6032  0.061
H36 -7.3708 -1.0793 5.4641  0.079
H37 -2.2281 -0.2225 -3.4588  0.065
H38 2.6515 1.8450 -3.2945  0.012
H39 -6.4429 0.6926 1.7329  0.083
H40 5.1660 6.7623 2.7401  0.057
H41 -1.9856 -2.6458 2.8369  0.115
H42 -0.6814 -2.1657 -1.1116  0.036
H43 -0.5662 -1.0367 7.1659  0.111
H44 5.6922 3.3249 -9.2546  0.074
H45 5.2905 -4.4275 -1.0083  0.101
H46 -2.5452 5.2907 -0.8543  0.093
H47 -3.3513 2.3308 0.6347  -0.011
H48 5.8954 -1.9373 -0.3604  0.128
H49 -0.1904 -0.1155 -1.7310  0.162
H50 -3.3409 -2.6283 -2.9391  0.148
H51 -3.2775 1.9542 -2.7376  0.111
H52 2.3206 -2.0638 -4.7836  0.073
H53 -0.9450 5.0908 -0.6156  0.035
H54 1.7753 -3.1782 -2.5856  0.050
H55 2.2073 -3.3871 -5.7053  0.138
H56 -5.8792 -3.6833 2.2427  0.108
H57 6.6482 5.3852 -1.0522  0.067
H58 0.2818 -0.8992 2.7636  0.096
H59 1.1314 -0.9948 -1.5292  0.101
H60 1.6990 -6.7404 4.7094  0.079
H61 -5.2524 -2.4981 -1.7080  0.059
H62 3.3792 3.3071 0.9955  0.071
H63 1.7475 -4.6970 -3.5347  0.076
H64 2.7201 0.8823 -1.2491  0.059
H65 0.5590 -4.4223 -2.4745  -0.042
H66 0.1715 0.6864 5.3268  0.050
H67 -1.3684 0.6466 0.9420  0.118
H68 -3.0176 -0.3139 2.2644  0.107
H69 -1.3185 2.0985 4.3057  0.049
H70 -5.3490 -1.5667 0.8290  0.088
H71 4.2105 -1.2068 -0.7150  0.089
H72 1.3754 -7.5664 2.1490  0.023
H73 -6.6964 -0.3801 -1.0573  0.107
H74 3.7263 3.2319 -5.2883  0.037

- lowest unoccupied orbital energy (eV) = -1.8
- charge = +1
- multiplicity = 1

Entry 2:
H2NO3PS as an isolated structure at a distorted geometry. Source: the Open Molecules 2025 dataset; level of theory: ωB97M-V with the def2-TZVPD basis set.

Each line ends with the Löwdin charge.
Positions of all 8 atoms, in Å:
S1 1.0090 2.1821 0.0121  0.359
P1 0.6116 -0.5463 0.4142  -0.044
O1 1.6180 -0.7805 -0.6227  -0.425
O2 0.9149 -0.9852 1.8473  -0.455
O3 -0.8735 -1.1987 0.0746  -0.375
N1 0.0498 1.0057 0.3333  -0.673
H1 -1.2665 -0.4095 -0.4129  -0.159
H2 -2.0632 0.7324 -1.6459  -0.229

- lowest unoccupied orbital energy (spin up / spin down) (eV) = 5.8 / 5.8
- charge = -2
- multiplicity = 1

Entry 3:
A 6-piece molecular cluster, C34H32N6O21P overall at a distorted geometry. Source: the Open Molecules 2025 dataset; level of theory: ωB97M-V with the def2-TZVPD basis set.

Each line ends with the Löwdin charge.
Positions of all 94 atoms, in Å:
P1 2.0573 0.1302 -2.1028  0.871
O1 3.6909 -3.4746 2.6555  0.088
O2 -5.7006 6.2324 -8.0507  0.136
O3 7.6234 0.9145 0.5271  0.115
O4 0.5044 -3.4338 5.6791  0.138
O5 -0.0793 -2.2336 0.5554  0.055
O6 6.7801 5.0058 2.6806  0.107
O7 1.2007 -0.4278 2.1370  0.081
O8 2.5144 0.1041 -3.7447  -0.307
O9 -1.8938 2.6831 -7.0665  0.045
O10 -8.5191 -3.7518 4.3296  0.132
O11 5.9275 -4.7846 3.4694  0.122
O12 -0.6970 -5.2771 4.0843  0.116
O13 -3.8222 2.0029 -8.8652  0.100
O14 8.1098 -0.8214 4.7418  0.107
O15 -4.4941 -1.3470 1.8690  0.063
O16 5.0011 0.4750 -0.0132  0.030
O17 5.8384 0.4810 4.0088  0.109
O18 4.1451 4.5254 2.2176  0.124
O19 -7.9266 -4.5559 1.8041  0.112
O20 -5.0320 -0.6034 4.4294  0.100
O21 -3.7291 6.9450 -6.3244  0.116
N1 0.3217 -0.2741 -1.8968  -0.079
N2 -2.6648 0.2330 -3.8031  0.097
N3 -2.0618 -0.2410 -2.6887  -0.098
N4 -0.4699 0.6493 -4.0340  0.103
N5 2.9894 -1.1738 -1.3502  -0.155
N6 -2.7387 -0.8168 -1.6344  0.020
C1 -6.7891 -2.1599 4.4583  0.087
C2 -3.8493 3.2187 -8.2578  -0.222
C3 0.8933 -1.8817 3.9523  0.080
C4 -2.7544 3.5251 -7.2922  -0.300
C5 -0.4209 -3.8147 2.2719  0.082
C6 -5.4166 -1.9271 2.4234  -0.303
C7 4.9299 3.6919 1.8063  -0.304
C8 4.7407 -2.7854 3.1733  -0.217
C9 -7.2019 -3.5785 2.3987  -0.218
C10 -0.6551 0.0027 -2.7648  -0.293
C11 -0.2638 -4.1035 3.5674  -0.213
C12 -5.7769 -1.5651 3.8241  -0.222
C13 -4.8288 5.4087 -7.8533  -0.305
C14 -3.6586 0.1245 -0.9376  -0.216
C15 6.8441 1.7687 0.9116  -0.320
C16 4.4950 2.4922 1.0822  0.084
C17 5.8441 -0.7289 3.8615  -0.307
C18 -4.8170 4.1006 -8.5153  0.088
C19 -7.5806 -3.1978 3.7906  -0.306
C20 7.0509 -1.5132 4.2511  -0.219
C21 5.9369 -3.5731 3.5880  -0.310
C22 0.7391 -1.5967 2.6597  -0.227
C23 7.2824 2.9774 1.6131  0.082
C24 -1.7054 0.7922 -4.7236  0.029
C25 0.0565 -2.5424 1.7316  -0.295
C26 6.3918 3.8801 2.0317  -0.219
C27 -3.7183 5.7245 -6.9089  -0.216
C28 7.0891 -2.8421 4.1230  0.085
C29 0.3951 -3.1458 4.5035  -0.303
C30 -3.0387 1.5581 -0.6002  -0.092
C31 4.7006 -1.4576 3.3045  0.076
C32 -2.7518 4.8390 -6.6493  0.077
C33 5.3860 1.5945 0.6626  -0.220
C34 -6.1906 -2.9799 1.7638  0.075
H1 3.4335 2.3752 0.9092  0.131
H2 7.9573 -3.4228 4.4037  0.141
H3 -4.6569 0.2796 -1.4535  0.114
H4 -1.9422 5.0544 -5.9650  0.138
H5 -1.8999 1.2404 -5.7541  0.118
H6 -3.9035 -0.3640 0.0719  0.096
H7 3.6227 -0.6830 -0.6871  -0.013
H8 -3.6635 0.2189 -4.0381  0.179
H9 -2.1175 -1.3174 -0.9918  0.124
H10 5.8286 -0.0108 -0.2034  0.124
H11 -4.5246 7.3934 -6.6726  0.125
H12 -2.4706 1.5959 0.3854  0.080
H13 1.3850 -1.2025 4.6359  0.144
H14 -5.9073 -3.2451 0.7540  0.135
H15 -8.5949 -4.8230 2.4650  0.123
H16 -0.8982 -4.4986 1.5829  0.139
H17 -0.4686 -5.2438 5.0338  0.125
H18 -7.0620 -1.9049 5.4734  0.142
H19 3.9645 -4.4127 2.6657  0.120
H20 3.8374 -0.8750 3.0088  0.122
H21 3.6244 -1.5120 -2.0996  0.048
H22 -5.6177 3.8900 -9.2116  0.143
H23 5.9556 5.4902 2.8777  0.120
H24 0.9687 -0.4572 1.1917  0.086
H25 -3.0311 1.5537 -8.5143  0.113
H26 -3.9248 2.2847 -0.5286  0.088
H27 -4.3692 -0.3327 3.7672  0.111
H28 2.3298 1.0074 -4.0741  0.042
H29 7.8342 0.1151 4.7357  0.118
H30 -2.3520 1.9848 -1.3963  0.065
H31 8.3452 3.1003 1.7720  0.141
H32 0.0846 -0.7492 -1.0089  0.066

- lowest unoccupied orbital energy (eV) = -3.9
- charge = +1
- multiplicity = 1

Entry 4:
C8H15CeClINOPS as an isolated structure at a distorted geometry. Source: the Open Molecules 2025 dataset; level of theory: ωB97M-V with the def2-TZVPD basis set.

Each line ends with the Löwdin charge.
Positions of all 30 atoms, in Å:
Ce1 -0.2184 0.0107 0.3027  -0.164
I1 -0.2156 2.9283 0.3647  0.654
Cl1 -2.6436 -0.4464 -0.0462  0.242
S1 -0.6603 -0.4480 4.8722  1.180
P1 -0.1864 0.3842 -2.5395  0.706
O1 3.1790 0.3677 0.0354  0.222
N1 0.1081 -0.3381 2.4579  -0.283
C1 2.0044 0.2433 -0.0030  -0.131
C2 -0.9968 -0.1619 3.2289  -0.391
C3 1.2517 -0.6945 3.1080  -0.172
C4 1.0189 -0.8067 4.4713  -0.260
C5 -1.3560 1.7209 -2.8034  -0.253
C6 1.4155 0.8593 -3.1534  -0.223
C7 -0.8004 -1.0828 -3.3477  -0.214
C8 0.2678 -2.2132 -0.2670  -0.031
H1 -0.7699 -2.5890 -0.1926  0.066
H2 -0.8577 2.6754 -2.6146  0.030
H3 -0.0330 -1.8571 -3.3366  0.060
H4 0.7333 -2.3700 -1.2568  0.071
H5 1.2323 1.0259 -4.2173  0.077
H6 -1.7060 -1.4450 -2.8575  0.061
H7 1.7526 1.7718 -2.6537  0.068
H8 2.1384 0.0584 -2.9913  0.064
H9 1.7968 -1.0833 5.1949  0.108
H10 -1.0086 -0.7235 -4.3571  0.074
H11 -1.6327 1.5982 -3.8576  0.075
H12 0.8961 -2.5319 0.5908  0.081
H13 -2.2303 1.6381 -2.1537  0.042
H14 -1.9915 0.1282 2.8380  0.105
H15 2.1903 -0.8543 2.5620  0.134

- lowest unoccupied orbital energy (spin up / spin down) (eV) = -9.2 / -10.5
- charge = +2
- ⟨S²⟩ = 0.768
- multiplicity = 2

Respective DFT total energy values: -102935.181; -27787.348; -96993.061; -65734.783 eV.